# 1
A gas-phase ion, C7H8NO3 (charge +1) in a non-equilibrium geometry, computed with wB97M-V/def2-TZVPD.

Results
Total energy ... -15010.3780 eV
Structure (SMILES) ... O=CC1=CC=C(O)/C1=[NH+]/CO
Energy relative to the best compared isomer or geometry (same formula, charge and spin) ... 105.4 kcal per mole
Spin multiplicity ... 1
Total charge ... +1
Largest force on an atom ... 4.15 eV/Å
HOMO-LUMO gap ... 7.2 eV

Structure (XYZ):
```
19
Properties=species:S:1:pos:R:3:forces:R:3
C -2.18325 -1.00405 -0.35818 -1.17 0.13 1.25
C -1.62116 -1.30741 -1.68777 0.97 0.52 -0.52
C -2.13558 -0.67269 2.19153 1.80 -0.25 -2.81
C 0.01367 -0.58731 -0.30615 0.53 1.97 3.62
C -1.30285 -0.64980 0.61489 -0.37 -0.91 -0.73
C -0.32031 -0.95991 -1.66240 -1.12 0.49 -1.54
C 1.86402 0.45597 1.19245 -1.92 0.17 2.38
N 1.15374 0.01727 -0.06166 -0.93 -1.08 1.83
O -3.30125 -0.62528 2.14369 -0.27 0.27 0.12
O 0.57753 -0.62028 -2.61053 0.47 -0.42 0.18
O 2.41719 1.72350 1.12919 -1.14 0.06 -1.32
H -3.28297 -0.97707 -0.14686 1.13 -0.34 -0.32
H -2.14730 -1.57610 -2.59031 -0.29 -0.02 0.15
H -1.50194 -0.89420 3.02942 0.38 0.15 0.63
H 1.05459 0.50489 1.92814 -0.10 -0.40 0.12
H 2.59644 -0.23839 1.63427 -0.11 -0.09 -1.17
H 0.26467 -0.50344 -3.52455 -0.33 -0.31 0.57
H 1.73185 0.23966 -0.80235 1.32 0.04 -2.67
H 1.63344 2.30769 0.99486 1.15 0.02 0.24
```
Forces are in eV/Å.

Atom charges from the Mulliken analysis, given in e for atoms 1 to 6: -0.23 -0.63 0.06 0.82 -0.28 0.27

# 2
2 unconnected molecules or ions with the total composition C7H8NO3S2 in a non-equilibrium geometry, computed with wB97M-V/def2-TZVPD.

Results
Total energy ... -36689.6490 eV
Energy relative to the best compared isomer or geometry (same formula, charge and spin) ... 80.7 kcal per mole
Spin multiplicity ... 1
Total charge ... -1
Largest force on an atom ... 5.27 eV/Å
HOMO-LUMO gap (alpha / beta) ... 6.8 / 7.1 eV

Structure (XYZ):
```
21
Properties=species:S:1:pos:R:3:forces:R:3
C 0.75863 0.27679 2.36099 -0.95 -1.67 -0.35
C 1.15822 1.31731 1.56553 0.63 0.82 -1.55
C 0.28143 -0.89151 1.75372 -0.84 -0.86 -0.10
C 1.07364 1.25760 0.15962 -0.02 0.39 1.49
C 0.20048 -0.98733 0.36856 0.51 -3.08 1.69
C 0.54300 0.04478 -0.39590 2.76 4.01 -2.02
C -0.04391 -2.29347 -0.35668 -0.49 -1.57 1.05
N 0.49296 -0.17829 -1.76575 -0.80 0.32 0.15
O -2.80899 0.31951 -2.34050 0.53 -0.09 0.69
O -2.31489 0.14844 0.09631 0.15 0.23 -0.30
O 0.79839 0.95157 -2.46723 0.41 -0.58 -0.51
S -1.51742 2.69429 -1.27797 -0.07 -0.98 0.16
S -1.93332 0.67350 -1.21117 -1.40 0.61 -1.20
H 0.73779 0.28801 3.41962 0.26 0.39 0.91
H 1.62535 2.22201 1.95004 -0.29 -0.17 0.34
H -0.15804 -1.79177 2.27651 0.88 1.26 -0.05
H 1.42845 2.22150 -0.31036 -0.64 -1.83 -0.22
H 0.87177 -2.70237 -0.96773 -1.49 0.62 1.72
H -0.54129 -3.01390 0.44153 1.39 0.91 -1.82
H -0.77543 -2.14069 -1.13678 -0.41 -0.01 -0.15
H 0.12315 1.58401 -2.16237 -0.11 1.27 0.07
```
Forces are in eV/Å.

Atom charges from the Mulliken analysis, given in e for atoms 1 to 6: -0.82 -0.30 -0.31 -0.38 0.92 0.20

# 3
A molecular structure, C7H8O in a non-equilibrium geometry, computed with wB97M-V/def2-TZVPD.

Results
Total energy ... -9430.9133 eV
Energy relative to the best compared isomer or geometry (same formula, charge and spin) ... 122.9 kcal per mole
Spin multiplicity ... 1
Largest force on an atom ... 8.32 eV/Å
HOMO-LUMO gap ... 8.5 eV

Structure (XYZ):
```
16
Properties=species:S:1:pos:R:3:forces:R:3
C 1.80502 0.89286 -1.10513 -2.41 -6.22 -4.97
C 1.13331 1.22467 0.15633 -2.01 0.90 1.78
C -0.21277 0.40750 0.49815 0.80 -1.34 1.99
C 0.08617 -1.11121 0.82774 -0.81 2.26 0.53
C -0.95639 -1.86124 0.34408 2.64 3.10 0.35
C -1.77973 -0.97424 -0.44168 -3.56 2.53 -0.94
C -1.48399 0.42456 -0.26501 1.83 -4.99 -0.79
H 3.22677 0.89040 -1.34815 -4.57 0.38 0.69
H 0.84495 2.28448 0.06833 0.26 0.02 0.31
H 1.72382 1.09740 1.05757 0.60 0.31 -0.09
H -0.65216 0.59369 1.57629 1.33 0.54 -1.30
H 0.80478 -1.20897 1.69542 -0.75 -0.76 -1.39
H -0.95981 -2.85883 0.61836 -0.94 -1.93 -0.12
H -2.76232 -1.31567 -1.00746 2.27 0.63 1.24
H -1.76164 1.30754 -0.77994 -0.86 0.30 -0.49
O 0.94400 0.20705 -1.89492 6.17 4.27 3.20
```
Forces are in eV/Å.

Atom charges from the Mulliken analysis, given in e for atoms 1 to 6: 0.00 -0.62 0.40 -0.41 -0.67 -0.25

# 4
A single C7H8O molecule in a non-equilibrium geometry, computed with wB97M-V/def2-TZVPD.

Results
Total energy ... -9431.6940 eV
Structure (SMILES) ... C#CC/C=C(/O)C=C
Energy relative to the best compared isomer or geometry (same formula, charge and spin) ... 104.9 kcal per mole
Spin multiplicity ... 1
Largest force on an atom ... 4.03 eV/Å
HOMO-LUMO gap ... 9.5 eV

Structure (XYZ):
```
16
Properties=species:S:1:pos:R:3:forces:R:3
C -0.53949 3.05045 -1.85307 0.09 -0.35 2.68
C -0.38777 2.56154 -0.74382 0.05 -0.53 -1.65
C -0.38458 1.63711 0.40921 1.80 -0.95 -1.61
C 1.52100 -2.43338 0.78346 1.00 -1.58 0.47
C -0.98506 0.28635 -0.07828 1.56 -0.62 0.77
C 0.98027 -1.23563 0.55153 -2.66 -2.61 -1.53
C -0.34409 -0.91474 -0.06576 -1.11 -0.73 -0.11
O -0.94424 -2.13555 -0.47249 -0.37 0.61 -0.48
H -0.94904 3.84672 -2.38384 -0.09 0.64 -1.27
H 0.68948 1.55903 0.81834 -1.86 0.02 -0.34
H -1.05001 2.13415 1.06441 -0.51 0.09 1.42
H 2.49865 -2.33262 1.41437 -1.81 -0.83 -1.35
H 1.12607 -3.50959 0.45586 0.87 2.83 0.79
H -2.00471 0.34440 -0.42469 -0.09 -0.02 -0.19
H 1.48021 -0.46704 0.94774 1.73 3.07 1.31
H -1.75446 -2.14659 -1.05687 1.42 0.96 1.09
```
Forces are in eV/Å.

Atom charges from the Mulliken analysis, given in e for atoms 1 to 6: -0.17 -0.35 -0.26 -0.80 -0.74 -0.26

# 5
2 unconnected molecules or ions with the total composition C7H8O in a non-equilibrium geometry, computed with wB97M-V/def2-TZVPD.

Results
Total energy ... -9427.2480 eV
Energy relative to the best compared isomer or geometry (same formula, charge and spin) ... 207.4 kcal per mole
Spin multiplicity ... 1
Largest force on an atom ... 8.44 eV/Å
HOMO-LUMO gap ... 9.1 eV

Structure (XYZ):
```
16
Properties=species:S:1:pos:R:3:forces:R:3
C 1.24574 0.52560 0.60083 -0.34 3.10 -2.99
C 1.59497 -0.88651 0.40353 -0.17 0.65 3.14
C 2.56649 -1.07590 -0.42082 5.63 -1.07 -0.81
C -0.31513 0.59453 0.68898 -3.11 0.97 2.54
C -1.19831 -0.26110 -0.06882 3.10 1.46 1.60
C -2.69647 -0.11542 -0.08955 -4.13 -2.23 -1.00
C -3.96654 -0.33624 -0.23365 8.23 1.66 0.87
H 0.98485 0.87270 -1.37314 -1.13 -0.79 -1.26
H 2.13567 1.05684 1.27331 -3.39 -1.14 -1.00
H 1.27608 -1.34416 1.35517 0.17 -1.25 -1.06
H 2.92043 -0.00448 -0.84251 -0.52 -3.23 0.06
H 3.38433 -2.00902 -0.27743 -2.69 2.42 -1.00
H -0.81009 1.49823 1.74826 1.31 -2.86 -3.86
H -0.51742 -1.10013 -0.66813 -2.57 2.11 1.20
H -4.95348 -0.11771 -0.49490 -1.02 -0.05 -0.05
O 1.52439 1.30975 -0.75046 0.65 0.25 3.62
```
Forces are in eV/Å.

Atom charges from the Mulliken analysis, given in e for atoms 1 to 6: 0.27 -0.50 -0.54 -0.30 0.07 -0.47

# 6
A single C7H8O molecule in a non-equilibrium geometry, computed with wB97M-V/def2-TZVPD.

Results
Total energy ... -9430.9473 eV
Structure (SMILES) ... C1=C[C@@H]2C=CO[C@H]2C1
Energy relative to the best compared isomer or geometry (same formula, charge and spin) ... 122.1 kcal per mole
Spin multiplicity ... 1
Largest force on an atom ... 9.03 eV/Å
HOMO-LUMO gap ... 9.5 eV

Structure (XYZ):
```
16
Properties=species:S:1:pos:R:3:forces:R:3
C 0.05899 1.60223 0.77375 -3.96 1.64 2.30
C 1.25536 1.64168 -0.00525 4.14 -0.70 -2.30
C 1.73549 0.45466 -0.51216 -1.17 -1.36 0.18
C 0.57285 -0.59897 -0.09995 8.95 -0.48 1.07
C -0.14180 -1.53725 -0.89428 -5.73 -1.49 0.28
C -1.43863 -1.40788 -0.30817 1.93 -4.07 -0.44
C -0.39560 0.32971 0.21733 -4.82 0.22 0.14
H 0.24147 1.68367 1.95025 -0.45 -0.25 -2.48
H -0.82054 2.36858 0.42337 2.47 -1.21 1.24
H 1.71810 2.58305 -0.16199 0.82 0.66 -0.02
H 2.69946 -0.00992 -1.02986 -2.15 2.01 1.06
H 1.04491 -1.07930 0.87600 -1.00 0.38 -1.47
H -0.07182 -2.33975 -1.59357 1.11 -0.16 -0.28
H -2.27153 -2.15381 -0.19893 0.82 0.86 -0.93
H -0.83727 0.42464 -0.79202 0.47 1.99 0.02
O -1.44784 -0.54778 0.68739 -1.45 1.96 1.64
```
Forces are in eV/Å.

Atom charges from the Mulliken analysis, given in e for atoms 1 to 6: -0.34 -0.58 -0.43 1.05 -0.98 -0.06